Formula: C12H15PS
Source: the OMol25 dataset
Level of theory: wB97M-V/def2-TZVPD

The calculation puts the maximum force at 6.094 eV/A. The value obtained for the total energy is -32809.4784 eV. The calculation puts the energy above the lowest of the compared OMol25 structures with the same formula, charge and spin at 0.908 eV.

Each line ends with the Löwdin charge.
Cartesian coordinates (Å):
H 1.530 1.529 1.477  0.0753
C -1.512 1.958 1.451  -0.2432
C -2.731 0.178 0.447  -0.2965
C -1.683 -0.011 -0.427  -0.1426
C -2.711 1.268 1.394  -0.0868
H 4.525 -1.277 -1.067  0.0778
H 5.217 0.382 -0.744  0.0801
C -2.509 -1.894 -1.468  -0.0879
H -1.456 2.717 2.242  0.0764
P -0.310 1.612 0.169  0.4716
C -1.524 -0.954 -1.357  -0.1165
H 0.669 0.078 1.830  0.0633
H -2.326 -2.619 -2.219  0.0949
H -4.415 -2.576 -0.645  0.1183
H -4.572 -0.778 0.970  0.0798
H -0.584 -0.908 -2.001  0.1387
H 1.490 -1.087 -0.172  0.1032
C -3.627 -1.770 -0.639  -0.0640
H 3.723 0.895 0.626  0.0846
C 4.274 -0.184 -0.951  -0.1472
C -3.750 -0.770 0.356  -0.0200
H 3.667 0.143 -1.847  0.0886
H -3.524 1.339 2.254  0.1573
C 1.070 0.639 1.054  -0.3207
S 0.355 2.842 -1.197  0.1796
C 3.461 -0.107 0.311  -0.2629
H 3.682 -0.977 1.074  0.1415
C 1.872 -0.086 0.029  -0.2913
H 1.701 0.413 -0.951  0.0486

---

Formula: C2H3NO2S
Source: the OMol25 dataset
Level of theory: wB97M-V/def2-TZVPD

The calculation puts the maximum force at 3.208 eV/A. The value obtained for the total energy is -18540.2851 eV. The calculation puts the energy above the lowest of the compared OMol25 structures with the same formula, charge and spin at 3.167 eV.

Each line ends with the Löwdin charge.
Cartesian coordinates (Å):
S -1.915 -1.712 -0.216  0.8594
N -1.569 -1.198 1.192  -0.2805
O -1.292 0.165 -1.594  0.0517
C -0.247 0.467 -1.247  -0.3252
O -0.745 -2.465 -0.724  -0.4945
H 1.078 1.097 0.312  0.0617
H -2.350 -0.567 1.446  -0.0016
C 0.881 0.619 -0.621  0.0336
H 1.799 0.241 -1.145  0.0955

---

Formula: C5H4BN3O2
Source: the OMol25 dataset
Level of theory: wB97M-V/def2-TZVPD

The calculation puts the maximum force at 4.226 eV/A. The value obtained for the total energy is -14488.6247 eV. The calculation puts the energy above the lowest of the compared OMol25 structures with the same formula, charge and spin at 0.000 eV.

Each line ends with the Löwdin charge.
Cartesian coordinates (Å):
H -2.552 -2.736 -0.116  0.1147
C -2.135 0.522 -0.295  -0.0483
C 0.635 -0.046 -0.086  0.1841
C -1.949 -1.882 0.189  -0.1167
C -0.529 -2.136 0.418  -0.1432
H -0.104 -3.222 0.528  0.1436
O 0.435 2.350 -0.564  0.1916
H 0.930 3.205 -0.579  0.1478
N -3.135 2.663 0.625  0.1516
B 1.144 1.361 -0.048  -0.7762
N 0.232 -1.152 0.103  0.0481
C -2.582 1.702 0.265  -0.2364
N -2.310 -0.672 -0.025  0.0614
H 2.807 2.164 0.555  0.0546
O 2.255 1.472 0.698  0.2234

---

Formula: C4H7NO
Source: the OMol25 dataset
Level of theory: wB97M-V/def2-TZVPD

The calculation puts the maximum force at 0.967 eV/A. The value obtained for the total energy is -7789.6684 eV. The calculation puts the energy above the lowest of the compared OMol25 structures with the same formula, charge and spin at 9.976 eV.

Each line ends with the Löwdin charge.
Cartesian coordinates (Å):
C 0.447 -0.219 -0.553  -0.2184
C -1.949 -2.247 0.141  -0.1501
C -0.800 -2.122 -0.294  -0.1955
C 1.055 1.627 -0.513  0.0743
N -0.361 0.284 0.402  -0.0112
H 0.276 2.318 -0.809  0.0580
H 1.339 -0.781 -0.321  0.0999
O 0.130 0.045 1.624  0.0255
H 1.516 1.851 0.441  0.0551
H -2.938 -2.393 0.510  -0.0387
H 0.044 -0.212 -1.550  0.0990
H 1.777 1.440 -1.304  0.0627
H -0.536 0.410 2.227  0.1393

---

Formula: C2H6O2Pr
Source: the OMol25 dataset
Level of theory: wB97M-V/def2-TZVPD

The calculation puts the maximum force at 4.653 eV/A. Its total charge is +2. The value obtained for the total energy is -20315.1836 eV. As for the multiplicity: 4. The calculation puts the energy above the lowest of the compared OMol25 structures with the same formula, charge and spin at 0.000 eV.

Each line ends with the Mulliken spin population.
Cartesian coordinates (Å):
O 0.947 -3.542 0.106  -0.0503
H 1.118 1.300 0.815  0.0571
H 0.998 2.310 -0.646  0.0013
H 1.146 0.547 -0.805  0.0328
H -1.440 2.138 -0.130  0.0245
C 0.692 1.354 -0.206  -0.0190
Pr -0.436 -2.068 0.932  2.1869
O -1.312 0.123 0.393  0.0285
C -0.781 1.274 -0.193  0.7440
H -2.271 0.192 0.494  -0.0062
H 1.339 -3.628 -0.762  0.0003

---

Formula: C6H14OS
Source: the OMol25 dataset
Level of theory: wB97M-V/def2-TZVPD

The calculation puts the maximum force at 0.793 eV/A. The value obtained for the total energy is -19330.5043 eV. The calculation puts the energy above the lowest of the compared OMol25 structures with the same formula, charge and spin at 0.915 eV.

Each line ends with the Löwdin charge.
Cartesian coordinates (Å):
H 1.047 2.836 -2.627  0.0520
O -2.861 2.021 -1.032  -0.0720
H -0.667 -0.412 2.680  0.0333
C 0.943 -2.022 1.187  -0.5434
C 0.238 0.197 2.615  -0.4201
H -1.292 2.390 -3.102  0.0995
H -2.008 0.272 -1.822  0.1162
C -1.722 1.206 -1.328  -0.2793
H 2.543 -2.075 -0.294  0.0552
H 2.187 -3.607 0.446  0.0673
H 0.917 1.836 -1.037  0.0174
H -1.200 0.924 -0.410  0.0736
H -0.120 1.225 2.645  0.0326
C 1.726 -2.700 0.057  -0.1660
C 0.479 2.215 -1.950  0.0107
C -0.802 1.988 -2.222  -0.1627
S 1.112 -0.201 1.082  0.7780
H 1.058 -2.955 -0.760  0.0678
H 0.854 0.003 3.490  0.0307
H 1.292 -2.321 2.175  0.0678
H -3.600 1.415 -0.928  0.0762
H -0.124 -2.232 1.133  0.0653

---

Formula: H38O19
Source: the OMol25 dataset
Level of theory: wB97M-V/def2-TZVPD

The calculation puts the maximum force at 7.092 eV/A. The value obtained for the total energy is -39512.4527 eV. The calculation puts the energy above the lowest of the compared OMol25 structures with the same formula, charge and spin at 10.446 eV.

Each line ends with the Löwdin charge.
Cartesian coordinates (Å):
O 1.997 -2.808 -1.795  -0.1005
O 3.533 -3.042 0.309  -0.2044
O 3.718 1.340 1.862  -0.0607
H -3.367 -3.207 1.133  -0.0171
H 1.246 -3.239 -2.272  0.0588
O -3.033 -3.913 0.615  -0.0742
H -4.048 1.326 -1.105  0.1264
H 0.734 2.729 -1.784  0.0554
H -0.547 3.311 2.423  0.1260
H 1.670 -1.044 2.418  0.0792
H 1.288 3.925 -0.905  0.0244
H 1.377 3.247 -3.349  0.1397
H 2.612 1.409 -1.872  0.0102
H 2.860 0.019 -1.238  -0.0441
H -3.135 -3.504 -2.404  0.0598
H -2.175 -2.359 -1.898  0.1565
H 3.951 -3.242 1.283  0.1137
H -3.684 -3.756 -0.114  0.0374
H -1.796 1.163 4.287  0.1066
O 1.164 -0.898 1.568  -0.1317
H -3.700 -1.239 2.571  -0.0222
H -1.458 2.078 2.444  0.0008
O -0.214 2.055 -0.432  -0.0651
H -1.312 -1.932 1.091  0.0607
H -0.660 0.914 -4.611  -0.0156
H -4.167 0.692 0.383  -0.0341
H 2.502 2.834 1.566  -0.0550
H 4.436 1.068 1.241  0.0836
H -0.092 -1.713 0.376  0.0239
O -4.492 0.587 -0.487  -0.0890
H 3.075 -3.952 -0.032  0.1129
H 3.351 3.610 0.624  0.0509
H -0.659 -2.128 2.561  0.0776
H -1.325 1.821 -3.503  0.0487
O -4.360 -0.696 2.931  -0.0208
O 1.353 3.555 -1.769  -0.1054
O -0.807 -1.122 0.687  -0.1229
H 1.896 -0.975 0.903  0.0458
H 0.366 1.310 -0.551  0.0206
H 0.199 -3.168 3.372  -0.0232
O -1.187 1.987 4.407  -0.0735
O 2.678 3.691 1.313  -0.0288
H 3.486 0.523 2.335  0.0398
H -0.399 1.508 4.623  0.0260
O -1.431 1.076 -4.118  -0.0456
O 3.143 0.607 -1.855  0.0162
H -4.696 -0.384 2.065  0.0446
H 1.111 1.578 -3.399  -0.0958
O 1.067 2.325 -3.887  -0.0974
H 1.538 -2.367 -0.995  0.0447
O 0.266 -0.869 -3.431  -0.0642
H -0.367 -0.513 -2.750  0.0545
H 0.606 -0.065 -3.833  -0.0025
O -3.166 -2.837 -1.667  -0.1510
O -1.389 2.884 1.875  -0.1473
O 0.101 -2.804 2.573  -0.0276
H 0.344 2.599 0.221  0.0738